{"formula": "C11H10O7Pt", "method": "the ωB97M-V functional and the def2-TZVPD basis", "elements": ["Pt", "O", "C", "O", "C", "O", "C", "C", "O", "O", "H", "H", "H", "H", "H", "O", "C", "O", "C", "C", "C", "C", "C", "C", "H", "H", "H", "H", "H"], "xyz": [[-0.70, -0.24, 1.20], [1.32, 3.55, -0.26], [0.96, 2.35, 0.16], [-0.16, 2.10, 0.52], [2.15, 1.39, 0.14], [1.75, 0.04, 0.20], [2.43, -0.70, 1.20], [1.92, -0.28, 2.64], [2.75, -0.05, 3.50], [0.66, -0.19, 2.72], [0.57, 4.16, -0.26], [2.78, 1.67, 0.99], [2.70, 1.58, -0.79], [3.51, -0.55, 1.14], [2.18, -1.75, 1.04], [-3.84, -1.19, -1.16], [-2.84, -1.19, -0.49], [-2.13, -0.15, -0.19], [-2.30, -2.48, 0.09], [-0.92, -2.73, 0.13], [-0.47, -3.92, 0.68], [-1.37, -4.86, 1.18], [-2.73, -4.61, 1.12], [-3.20, -3.42, 0.58], [-0.22, -2.10, -0.42], [0.59, -4.14, 0.69], [-1.00, -5.79, 1.58], [-3.43, -5.35, 1.47], [-4.25, -3.22, 0.51]], "nbo_charge": [1.22, -0.65, 0.80, -0.60, -0.19, -0.54, -0.19, 0.75, -0.62, -0.76, 0.51, 0.23, 0.22, 0.20, 0.20, -0.60, 0.74, -0.72, -0.05, -0.34, -0.18, -0.21, -0.17, -0.22, 0.24, 0.22, 0.22, 0.22, 0.24], "mol_weight_da": 449.3, "total_energy_ha": -1071.1161, "de_lowest_kcal_mol": 0.0, "largest_force_ha_per_bohr": 0.048, "lumo_ev": [-2.278, -2.300], "total_charge": 0}

***

{"formula": "C14H24N2O6S2", "method": "the ωB97M-V functional and the def2-TZVPD basis", "elements": ["C", "O", "C", "C", "C", "O", "C", "C", "S", "O", "O", "N", "C", "C", "C", "C", "C", "S", "O", "O", "N", "C", "C", "C", "H", "H", "H", "H", "H", "H", "H", "H", "H", "H", "H", "H", "H", "H", "H", "H", "H", "H", "H", "H", "H", "H", "H", "H"], "xyz": [[2.06, 3.18, 2.13], [2.10, 1.79, 1.85], [1.55, 1.35, 0.71], [0.85, 2.14, -0.20], [0.29, 1.56, -1.34], [-0.47, 2.32, -2.20], [0.28, 3.06, -3.16], [0.45, 0.20, -1.58], [-0.22, -0.51, -3.09], [-0.12, -1.93, -3.00], [0.41, 0.16, -4.19], [-1.82, -0.12, -3.14], [-2.74, -0.86, -2.30], [-4.15, -0.76, -2.89], [-2.72, -0.39, -0.84], [1.15, -0.58, -0.68], [1.68, -0.02, 0.45], [2.61, -1.03, 1.61], [3.91, -0.47, 1.79], [2.50, -2.39, 1.18], [1.78, -0.76, 3.03], [0.73, -1.66, 3.49], [1.29, -3.00, 3.95], [-0.29, -1.84, 2.37], [2.61, 3.30, 3.07], [2.56, 3.76, 1.35], [1.04, 3.53, 2.26], [0.71, 3.19, -0.05], [0.73, 2.37, -3.88], [-0.44, 3.70, -3.66], [1.05, 3.67, -2.68], [-1.96, 0.88, -3.14], [-2.39, -1.90, -2.35], [-4.51, 0.26, -2.83], [-4.13, -1.06, -3.93], [-4.83, -1.41, -2.35], [-1.74, -0.57, -0.40], [-2.94, 0.68, -0.79], [-3.47, -0.93, -0.27], [1.27, -1.64, -0.87], [2.42, -0.47, 3.75], [0.25, -1.15, 4.34], [1.79, -3.49, 3.12], [2.00, -2.86, 4.76], [0.48, -3.64, 4.31], [-1.14, -2.41, 2.73], [-0.64, -0.87, 2.02], [0.16, -2.37, 1.54]], "nbo_charge": [-0.26, -0.48, 0.44, -0.40, 0.43, -0.56, -0.26, -0.44, 2.34, -0.94, -0.94, -0.86, -0.06, -0.61, -0.63, -0.14, -0.42, 2.33, -0.93, -0.94, -0.87, -0.04, -0.63, -0.63, 0.21, 0.18, 0.18, 0.24, 0.22, 0.20, 0.17, 0.41, 0.23, 0.20, 0.22, 0.21, 0.21, 0.20, 0.22, 0.28, 0.41, 0.20, 0.24, 0.20, 0.21, 0.22, 0.21, 0.23], "mol_weight_da": 380.5, "total_energy_ha": -1905.1508, "largest_force_ha_per_bohr": 0.018, "lumo_ev": 0.379, "total_charge": 0}